No. 1
A cluster of 6 separate species, C41H91N5O2 in total in a non-equilibrium geometry. Source: the OMol25 dataset; level of theory: ωB97M-V/def2-TZVPD.

Structure (ORCA input):
```
! wB97M-V def2-TZVPD RIJCOSX def2/J DEFGRID3
* xyz 4 1
O 0.64663 0.35386 -0.23833
H 1.54091 0.64780 -0.49983
C 0.19868 4.54475 2.52071
C -0.64224 4.23717 3.77329
C -2.05163 4.80910 3.58268
C -3.07628 4.05961 2.77573
C -3.17502 2.58910 3.11642
C -1.85555 1.87375 3.24109
N -0.90637 2.76717 4.01359
O 0.22528 2.04351 4.44799
C -1.28708 1.59708 1.85929
C -2.02760 0.57261 4.06425
C 0.00435 4.95222 5.01288
H 1.23999 4.34500 2.77346
H 0.21539 5.62758 2.39702
H -0.21770 4.03311 1.65299
H -1.88634 5.79818 3.15548
H -2.53889 4.95551 4.54665
H -2.78151 4.18669 1.73406
H -4.05265 4.54085 2.83222
H -3.65567 2.03648 2.30915
H -3.80686 2.38578 3.98102
H -1.71919 0.72133 1.37510
H -0.21682 1.41314 1.95324
H -1.43191 2.38467 1.11981
H -1.17916 0.04715 4.50258
H -2.61793 -0.13972 3.48789
H -2.55448 0.83783 4.98086
H 1.08543 4.82841 4.94958
H -0.27575 4.45370 5.94085
H -0.06579 6.03932 5.05016
C -4.08451 2.42508 -1.41292
C -2.81296 3.29124 -1.50692
C -1.64260 2.60503 -2.16582
N -0.48003 3.48737 -2.51790
C 0.02362 4.02820 -1.20546
C 0.66017 2.73965 -3.34659
C 0.23729 2.88105 -4.77458
C -0.77748 4.03128 -4.94783
C -0.79834 4.68687 -3.51230
H -4.09253 1.66069 -0.63590
H -4.13563 1.80461 -2.30764
H -4.90470 3.13986 -1.34604
H -2.49368 3.85557 -0.63074
H -3.15987 4.07273 -2.18295
H -1.86138 2.27568 -3.18158
H -1.21775 1.78544 -1.58626
H -0.64104 4.86969 -1.00993
H 1.02919 4.42937 -1.33188
H 0.07952 3.24501 -0.44943
H 1.52091 3.38114 -3.15765
H 0.84356 1.73099 -2.97633
H 1.15733 3.04443 -5.33575
H -0.26556 1.97130 -5.10261
H -0.27963 4.69056 -5.65889
H -1.78794 3.91858 -5.34072
H -0.13878 5.54400 -3.37656
H -1.77295 5.13602 -3.32126
C 0.06987 -2.61816 -6.76939
C -0.21350 -1.97889 -5.43748
C -0.87928 -2.91066 -4.44305
N -0.91553 -2.44460 -2.97189
C 0.53914 -2.27473 -2.47180
C -1.90471 -3.29397 -2.17803
C -2.62812 -2.48357 -1.12548
C -2.45141 -1.07895 -1.60254
C -1.67321 -1.10058 -2.94179
H 0.42624 -1.87229 -7.47987
H -0.86709 -2.84405 -7.27850
H 0.84180 -3.38755 -6.78490
H -0.76685 -1.06777 -5.66499
H 0.76386 -1.58972 -5.15216
H -0.40630 -3.88850 -4.35248
H -1.88548 -3.21822 -4.72781
H 0.33672 -2.05579 -1.42338
H 0.80261 -1.37424 -3.02661
H 1.22143 -3.11262 -2.61502
H -1.25287 -4.04999 -1.74028
H -2.58293 -3.69494 -2.93126
H -2.29704 -2.57729 -0.09121
H -3.60629 -2.91510 -0.91321
H -2.01738 -0.36090 -0.90677
H -3.45301 -0.65987 -1.69885
H -1.04279 -0.21325 -2.99925
H -2.49740 -1.06620 -3.65427
C 5.14210 1.78047 -2.17926
C 5.04946 1.34646 -0.64315
C 4.15544 0.07981 -0.48004
N 3.98739 -0.32819 0.99921
C 3.32229 -1.71138 1.02274
C 3.09434 0.70426 1.75019
C 3.88156 1.16139 2.90468
C 5.26920 0.97321 2.55019
C 5.27692 -0.32084 1.81352
H 5.52165 0.87787 -2.65816
H 5.91206 2.53075 -2.35901
H 4.18132 1.98381 -2.65217
H 4.56665 2.13979 -0.07252
H 6.08135 1.27964 -0.29843
H 4.72218 -0.71752 -0.96085
H 3.19190 0.20486 -0.97405
H 2.81952 -1.66516 1.98876
H 4.00226 -2.56326 1.02845
H 2.59015 -1.88655 0.23446
H 2.14208 0.28938 2.08058
H 2.96508 1.58909 1.12692
H 3.65307 0.52332 3.75836
H 3.53731 2.10929 3.31828
H 5.97284 1.09542 3.37364
H 5.60726 1.75883 1.87447
H 5.33628 -1.27298 2.34078
H 6.12869 -0.39529 1.13748
C -1.55815 -8.37094 0.79961
C -1.29293 -7.18269 1.72943
C -0.54931 -5.99522 1.10414
N -0.28446 -4.68609 1.95669
C 0.61638 -5.00408 3.17788
C 0.29101 -3.58447 1.20572
C -0.28571 -2.21336 1.93550
C -1.47629 -2.65301 2.72946
C -1.61977 -4.14279 2.46438
H -1.63101 -9.33444 1.30402
H -0.77210 -8.55440 0.06709
H -2.50510 -8.13948 0.31195
H -0.75482 -7.56140 2.59840
H -2.22822 -6.76530 2.10241
H -1.01809 -5.78332 0.14316
H 0.43294 -6.27277 0.72173
H 0.73160 -4.16606 3.86530
H 1.58786 -5.33272 2.80863
H 0.14923 -5.87019 3.64664
H 1.37659 -3.66501 1.26137
H 0.00648 -3.67281 0.15723
H 0.39801 -1.76190 2.65439
H -0.53582 -1.42430 1.22632
H -1.35522 -2.58934 3.81084
H -2.35661 -2.10090 2.40035
H -2.05375 -4.61140 3.34765
H -2.42200 -4.26988 1.73748
*
```

No. 2
A structure of composition C42H100B2IN3O10PS in a non-equilibrium geometry. Source: the OMol25 dataset; level of theory: ωB97M-V/def2-TZVPD.

Structure (ORCA input):
```
! wB97M-V def2-TZVPD RIJCOSX def2/J DEFGRID3
* xyz 1 1
C -2.94359 -1.21030 2.68638
C -3.03782 -1.46886 1.30457
C -3.28820 -1.46458 -0.34990
C -1.90993 -1.51145 -1.22375
N -1.83942 -2.21912 -2.55123
C -3.05951 -2.41056 -3.13620
C -3.80327 -3.88077 -2.84781
C -3.86003 -1.38985 -4.13497
C -0.76423 -2.36362 -0.35168
B -0.93718 -3.99614 -0.22181
N -1.08093 -4.55877 1.20862
O -0.96273 -4.96692 -1.33465
N 0.49770 -2.27310 -1.23577
C 0.51441 -0.78391 -1.61890
I 1.21689 -0.92753 -3.73363
B 1.81464 -0.05059 -0.92922
O 2.47275 1.02883 -1.74078
C 2.43654 -0.34149 0.56366
C 4.03678 -0.80710 0.42262
C -1.00045 -0.11562 -1.37752
C -1.47797 0.87084 -2.59637
C -2.89641 1.65323 -2.35142
C -2.84859 3.26719 -2.78905
C -2.11693 3.50904 -4.24603
C -0.62855 4.19057 -4.16012
C -0.52210 5.51262 -3.19618
C 0.83803 6.37654 -3.50806
C 2.18875 5.46617 -3.69854
C 2.61468 4.75191 -2.24876
C 3.31689 5.91732 -1.29018
C 4.67928 5.29871 -0.56093
C 4.56532 5.20334 1.07272
C 3.09622 4.60666 1.58739
C 3.17820 4.25151 3.18695
P -0.89701 1.04511 0.17534
S -0.36604 2.87950 -0.26944
H -3.08336 -0.78652 3.79331
H -4.04393 -2.33789 -0.53844
H -3.86204 -0.46691 -0.66518
H -4.96211 -3.63548 -2.72936
H -3.66886 -4.54406 -3.80520
H -3.45409 -4.37960 -1.84833
H -4.68733 -0.73878 -3.57682
H -4.47806 -2.07300 -4.89371
H -3.18451 -0.70518 -4.80144
H -0.36190 -1.88473 0.64058
H -0.07821 -4.60550 1.54507
H -1.49222 -3.75802 1.76232
H -1.59907 -5.69764 -1.01393
H 1.22601 -2.59998 -0.53157
H 0.62129 -2.98328 -1.99008
H 3.41063 1.18586 -1.42553
H 1.90245 -1.24980 1.09023
H 2.38152 0.58150 1.30632
H 4.25104 -0.86126 -0.74987
H 4.27041 -1.81354 0.97233
H 4.67586 0.10877 0.81053
H -1.62863 0.21303 -3.58128
H -0.58940 1.62155 -2.86417
H -3.72217 1.18383 -3.07470
H -3.33815 1.56678 -1.27141
H -2.46757 3.96313 -1.92918
H -3.99483 3.55721 -2.95523
H -2.10554 2.45988 -4.81519
H -2.83230 4.21136 -4.89195
H 0.20278 3.40297 -3.89368
H -0.36923 4.56331 -5.26422
H -1.50982 6.17149 -3.27224
H -0.47092 5.12820 -2.08835
H 0.71978 7.02537 -4.48648
H 1.01307 7.08792 -2.57942
H 3.08482 6.18149 -3.96910
H 2.11883 4.67228 -4.57038
H 3.31064 3.81882 -2.41806
H 1.60987 4.35683 -1.78448
H 2.54647 6.35815 -0.51498
H 3.67648 6.83308 -1.95816
H 5.56284 6.05651 -0.81981
H 4.99974 4.26527 -1.05943
H 4.83637 6.22669 1.60589
H 5.38651 4.41342 1.41988
H 2.28331 5.45799 1.46419
H 2.75448 3.72045 0.90213
H 2.98904 5.25687 3.79329
H 4.23565 3.85069 3.48973
H 2.32678 3.45529 3.43823
H -0.16438 0.46542 1.27499
H -2.28654 1.15142 0.64336
C -1.25670 -1.98807 7.26957
C -1.31580 -0.57543 6.72626
O -2.61784 -0.30036 6.23106
H -1.51174 -2.71166 6.48846
H -0.25785 -2.21756 7.65128
H -1.98278 -2.12302 8.07790
H -0.60454 -0.45122 5.90438
H -1.07468 0.15483 7.50478
H -3.24101 -0.40519 6.97044
C 5.32387 -3.72069 -4.97677
C 5.26478 -2.30806 -5.52009
O 3.96273 -2.03299 -6.01528
H 5.06884 -4.44429 -5.75788
H 6.32272 -3.95019 -4.59506
H 4.59780 -3.85565 -4.16844
H 5.97604 -2.18385 -6.34196
H 5.50590 -1.57779 -4.74157
H 3.33957 -2.13781 -5.27590
C -6.92364 1.94413 0.03245
C -5.80631 1.53374 0.96912
O -4.54986 1.88416 0.40809
H -6.80844 1.45616 -0.94088
H -7.89913 1.67682 0.44843
H -6.90106 3.02381 -0.14804
H -5.81896 0.45162 1.12928
H -5.90719 2.02765 1.94041
H -4.54553 2.84798 0.27756
C -3.43452 3.42629 4.91897
C -2.39162 2.48590 4.35130
O -1.27574 3.22679 3.88003
H -3.76436 4.14007 4.15707
H -4.30364 2.87093 5.28267
H -3.01918 4.01210 5.74547
H -2.80405 1.91854 3.51179
H -2.04722 1.77733 5.11080
H -0.91160 3.72050 4.63479
C 0.57740 -6.10482 4.63027
C 0.15178 -4.73485 5.11632
O 0.29680 -3.78326 4.07246
H 1.61895 -6.08700 4.29322
H 0.47586 -6.84939 5.42486
H -0.02898 -6.41784 3.77404
H 0.77447 -4.41652 5.95758
H -0.89263 -4.74135 5.44294
H -0.26652 -4.07050 3.33343
C -11.37410 2.14080 3.17234
C -10.33120 1.20042 2.60468
O -9.21532 1.94130 2.13340
H -11.70394 2.85458 2.41044
H -12.24322 1.58544 3.53604
H -10.95876 2.72662 3.99885
H -10.74363 0.63306 1.76516
H -9.98680 0.49185 3.36417
H -8.85118 2.43501 2.88817
C 5.57971 -5.67465 2.23812
C 5.52061 -4.26201 1.69480
O 4.21857 -3.98695 1.19961
H 5.32467 -6.39824 1.45701
H 6.57855 -5.90414 2.61983
H 4.85363 -5.80960 3.04645
H 6.23187 -4.13780 0.87293
H 5.76173 -3.53175 2.47332
H 3.59540 -4.09177 1.93899
C 9.43405 -5.99951 -3.80933
C 9.26560 -4.97209 -4.90945
O 8.44474 -3.90598 -4.45581
H 8.46091 -6.39343 -3.49853
H 10.06091 -6.83059 -4.14461
H 9.89205 -5.54726 -2.92360
H 8.78768 -5.42270 -5.78428
H 10.23334 -4.56391 -5.21669
H 8.88200 -3.50712 -3.68398
*
```

no.,gap between HOMO and LUMO (eV)
1,4.1
2,7.1